# 1
Formula: C4H4OS3
Source: OMol25
Level of theory: wB97M-V/def2-TZVPD

Last column: natural (NBO) charge in e.
Geometry (Å):
C: -1.617 -0.595 0.246  -0.24
C: -0.357 -0.196 0.123  -0.27
C: 0.728 -1.004 0.714  0.41
O: 0.488 -1.998 1.349  -0.54
S: 2.377 -0.424 0.408  0.01
C: -0.048 1.135 -0.478  -0.30
S: 0.769 2.344 0.289  0.06
S: -0.748 1.241 -2.063  0.14
H: -2.446 0.035 -0.099  0.21
H: -1.864 -1.540 0.700  0.23
H: 2.933 -1.403 1.134  0.15
H: -0.213 2.405 -2.323  0.14

## Properties
F_max = 1.1 eV Å⁻¹
gap between HOMO and LUMO = 8.038 eV
LUMO level = -0.0337 Ha
spin multiplicity = 1
energy above the lowest of the compared OMol25 structures with the same formula, charge and spin = 15.5 kcal/mol


# 2
Formula: C4H4S
Source: OMol25
Level of theory: wB97M-V/def2-TZVPD

Last column: natural (NBO) charge in e.
Geometry (Å):
C: -3.219 -0.599 0.087  -0.24
C: -2.192 0.040 -0.020  -0.23
S: -1.097 1.415 -0.258  0.30
C: 0.323 0.288 -0.088  -0.31
C: 1.503 0.856 0.016  -0.42
H: -3.625 -1.586 -0.005  0.24
H: -0.037 -0.780 0.127  0.25
H: 2.386 0.242 0.367  0.21
H: 1.742 1.856 0.024  0.20

## Properties
F_max = 4.3 eV Å⁻¹
gap between HOMO and LUMO = 9.341 eV
LUMO level = 0.0248 Ha
spin multiplicity = 1
energy above the lowest of the compared OMol25 structures with the same formula, charge and spin = 79.8 kcal/mol


# 3
Formula: C4H4S
Source: OMol25
Level of theory: wB97M-V/def2-TZVPD

Last column: natural (NBO) charge in e.
Geometry (Å):
C: -0.757 -0.360 1.226  -0.15
C: -0.844 0.770 0.561  -0.17
C: 0.609 -0.455 -1.402  -0.36
C: 0.465 0.128 0.622  -0.23
S: 2.016 -0.573 -2.106  0.10
H: -1.240 -1.153 1.551  0.21
H: -1.335 1.602 0.091  0.24
H: -0.387 -0.255 -1.586  0.15
H: 1.473 0.296 1.044  0.22

## Properties
F_max = 5.9 eV Å⁻¹
gap between HOMO and LUMO = 7.190 eV
LUMO level = -0.0010 Ha
spin multiplicity = 1
energy above the lowest of the compared OMol25 structures with the same formula, charge and spin = 133.7 kcal/mol


# 4
Formula: C4H4S
Source: OMol25
Level of theory: wB97M-V/def2-TZVPD

Last column: natural (NBO) charge in e.
Geometry (Å):
C: -0.007 1.006 0.866  -0.26
C: 0.661 0.410 0.080  -0.02
C: -3.428 0.024 1.101  -0.19
C: 1.567 -0.369 -0.718  -0.70
S: -3.566 -0.885 -0.079  0.19
H: -0.725 1.663 1.378  0.25
H: 1.221 -1.481 -0.578  0.24
H: 2.629 -0.220 -0.228  0.24
H: 1.649 -0.149 -1.821  0.24

## Properties
F_max = 2.7 eV Å⁻¹
gap between HOMO and LUMO = 9.963 eV
LUMO level = 0.0031 Ha
spin multiplicity = 1
energy above the lowest of the compared OMol25 structures with the same formula, charge and spin = 97.4 kcal/mol


# 5
Formula: C4H4S
Source: OMol25
Level of theory: wB97M-V/def2-TZVPD

Last column: natural (NBO) charge in e.
Geometry (Å):
C: -1.725 0.024 -0.020  -0.17
C: -0.684 0.761 -0.032  0.13
C: -0.899 -1.191 -0.016  -0.31
C: 0.648 1.231 -0.066  -0.60
S: 1.277 -0.582 0.001  -0.01
H: -0.921 -1.861 0.919  0.23
H: -1.045 -1.899 -0.831  0.22
H: 1.148 1.931 -0.747  0.26
H: 1.165 1.478 0.942  0.25

## Properties
F_max = 4.2 eV Å⁻¹
gap between HOMO and LUMO = 8.991 eV
LUMO level = -0.0025 Ha
spin multiplicity = 1
energy above the lowest of the compared OMol25 structures with the same formula, charge and spin = 122.9 kcal/mol


# 6
Formula: C4H4S
Source: OMol25
Level of theory: wB97M-V/def2-TZVPD

Last column: natural (NBO) charge in e.
Geometry (Å):
C: 1.467 -0.636 -0.463  -0.23
C: 0.725 0.135 0.044  0.00
C: -1.531 -2.573 -0.916  -0.14
C: 0.080 1.214 0.635  -0.70
S: -2.607 -1.491 -1.091  0.14
H: 2.102 -1.379 -0.639  0.21
H: 0.831 1.641 1.366  0.25
H: -0.878 1.017 1.093  0.24
H: -0.188 2.073 -0.028  0.24

## Properties
F_max = 3.8 eV Å⁻¹
gap between HOMO and LUMO = 9.946 eV
LUMO level = 0.0008 Ha
spin multiplicity = 1
energy above the lowest of the compared OMol25 structures with the same formula, charge and spin = 98.9 kcal/mol